[1]
C26H40AsN2O2PSTi | ωB97M-V/def2-TZVPD

As for the lowest unoccupied orbital energy (spin up / spin down): -0.75 / -0.67 eV. The value obtained for the gap between HOMO and LUMO (spin up / spin down) is 0.2180 / 0.2146 Ha. The value obtained for the energy above the lowest of the compared OMol25 structures with the same formula, charge and spin is 3.1264 eV. The calculation puts the total energy at -5099.5074 Eh. As for the charge: 0. The value obtained for the highest occupied orbital energy (spin up / spin down) is -6.7 / -6.5 eV.

Structure (XYZ):
```
74
Properties=species:S:1:pos:R:3:forces:R:3
Ti 0.173670 -0.223087 -0.332819 4.92 2.26 -2.54
O 0.118248 -0.762518 1.355212 -0.83 -1.25 2.80
C -0.841345 -0.955587 2.248220 -0.84 0.08 0.21
C -0.545281 -1.523848 3.487376 0.09 -0.11 0.29
C -1.520940 -1.697020 4.456203 0.35 0.15 -0.35
C -2.832186 -1.315378 4.201714 -0.32 0.07 0.02
C -3.168104 -0.796918 2.972848 0.20 0.01 -0.17
C -2.202819 -0.612823 1.965991 0.75 -0.11 0.85
C -2.598987 -0.289248 0.648058 0.55 -0.08 -1.73
N -1.706249 -0.198207 -0.324650 -2.96 -0.37 1.70
N -2.105346 -0.459744 -1.610208 -0.62 0.11 -0.73
C -1.195834 -1.192450 -2.211146 -0.82 0.11 0.14
O -0.121650 -1.584377 -1.599517 -0.48 -1.52 -0.62
C -1.454793 -1.542597 -3.616184 0.07 -0.11 -0.31
C -2.762291 -1.562659 -4.100479 0.13 0.02 0.15
C -2.996294 -1.797676 -5.440212 -0.07 0.00 -0.07
C -1.933539 -2.005115 -6.305820 0.04 0.02 -0.04
C -0.633763 -1.999220 -5.825622 -0.01 -0.02 -0.13
C -0.390078 -1.778695 -4.482165 0.03 0.03 0.29
H 0.471111 -1.847729 3.671092 0.05 0.05 0.01
H -1.256612 -2.123982 5.411952 0.04 -0.07 0.05
H -3.591884 -1.448258 4.957744 -0.05 -0.01 0.03
H -4.194785 -0.549697 2.743643 -0.11 0.04 0.02
H -3.649968 -0.318679 0.371243 0.03 0.01 -0.06
H -3.578335 -1.390110 -3.415464 -0.05 0.04 0.03
H -4.008744 -1.805940 -5.816305 -0.08 -0.02 -0.02
H -2.119721 -2.161817 -7.357856 -0.01 -0.05 -0.09
H 0.190147 -2.151802 -6.507633 0.07 -0.03 -0.01
H 0.619529 -1.751949 -4.093805 0.01 0.03 0.03
C 4.210313 2.447562 -0.057051 -0.04 -0.07 -0.04
C 3.319705 2.600569 1.175341 -0.44 -0.17 -0.24
C 2.524063 3.902644 1.080600 -0.16 -0.06 0.03
P 2.112819 1.151465 1.289612 0.95 0.37 0.80
C 1.347620 1.406150 2.995131 0.06 -0.13 -0.36
C 0.003857 2.113729 2.791861 -0.01 -0.30 -0.15
C 2.149193 2.123264 4.075667 0.03 -0.19 -0.08
C 3.362857 -0.258612 1.438660 -0.30 0.03 -0.15
C 3.940178 -0.498327 2.831484 0.02 0.17 -0.31
C 2.809499 -1.556263 0.843541 -0.11 0.08 0.05
H 4.659821 3.402777 -0.321398 0.06 0.14 0.02
H 3.628315 2.090949 -0.908022 0.10 0.00 -0.06
H 5.024186 1.749924 0.116539 0.09 -0.10 -0.05
H 3.942460 2.623431 2.074980 -0.07 -0.08 0.02
H 1.680776 3.783144 0.390781 0.11 0.16 0.09
H 3.158455 4.709066 0.712681 0.01 0.06 -0.05
H 2.132709 4.215575 2.046182 -0.12 0.00 0.01
H 1.140489 0.390687 3.346545 0.04 0.09 -0.05
H 0.144888 3.187968 2.689893 -0.03 0.10 -0.07
H -0.653474 1.932644 3.640537 -0.11 0.04 0.11
H -0.492325 1.742458 1.887847 -0.08 0.19 0.17
H 2.303492 3.171092 3.836784 0.03 0.13 -0.03
H 3.118353 1.669036 4.250721 0.11 -0.04 0.05
H 1.589169 2.081535 5.008949 -0.04 0.04 0.14
H 4.175683 0.059369 0.776224 -0.17 0.00 0.11
H 3.159489 -0.728066 3.554106 -0.06 -0.03 0.10
H 4.496314 0.371770 3.174854 0.05 0.01 0.13
H 4.627064 -1.344176 2.796241 0.06 -0.06 0.04
H 3.621410 -2.269177 0.691636 0.01 -0.02 -0.09
H 2.071807 -2.011044 1.506284 0.11 -0.04 -0.09
H 2.338082 -1.359439 -0.135993 0.31 -0.26 0.23
C -1.282745 3.292322 -0.553103 0.52 -0.43 -0.28
As 0.068868 2.095211 -1.600169 -1.02 1.63 -0.51
C 1.160788 3.591100 -2.316358 0.12 -0.23 0.10
C -1.087165 1.939841 -3.174621 -0.15 -0.10 -0.11
S 1.780716 0.535166 -2.082354 -0.01 -0.26 0.26
H -1.722909 3.981807 -1.270956 -0.02 0.05 -0.03
H -0.793754 3.843896 0.247535 0.06 -0.02 0.02
H -2.048839 2.637941 -0.139628 -0.02 0.02 0.01
H 0.637583 4.545539 -2.231733 -0.07 -0.10 0.06
H 1.333898 3.351493 -3.371311 -0.06 -0.01 0.25
H 2.130045 3.649403 -1.823901 -0.09 -0.02 0.01
H -1.225368 2.927694 -3.626215 0.09 -0.08 0.18
H -2.054962 1.523453 -2.890874 0.13 0.12 -0.04
H -0.618936 1.274001 -3.902987 0.01 0.07 0.12
```
Positions in Å, forces in eV/Å.

[2]
C26H40BF6IrN7O4S2 | ωB97M-V/def2-TZVPD

As for the lowest unoccupied orbital energy: -4.02 eV. The value obtained for the gap between HOMO and LUMO is 0.2966 Ha. The value obtained for the energy above the lowest of the compared OMol25 structures with the same formula, charge and spin is 0.0000 eV. The calculation puts the total energy at -3223.6202 Eh. As for the charge: +1. The value obtained for the highest occupied orbital energy is -12.1 eV.

Structure (XYZ):
```
87
Properties=species:S:1:pos:R:3:forces:R:3
Ir -0.067519 -0.239140 0.191873 -0.02 -0.27 0.11
C 1.453081 2.091065 4.815131 0.00 0.01 0.01
C 0.670235 1.092570 4.032717 0.06 0.01 -0.07
C -0.236172 0.168536 4.487508 -0.04 0.05 0.14
C -0.682848 -0.560200 3.392540 0.05 0.02 -0.17
N -0.079440 -0.051336 2.271103 -0.09 0.12 0.09
N 0.762479 0.938717 2.711462 -0.13 0.04 -0.01
B 1.747882 1.642518 1.798162 0.10 0.15 0.02
N 0.942351 2.427347 0.762586 0.00 -0.11 -0.08
N 0.050725 1.798850 -0.062419 -0.12 0.25 -0.05
C -0.541093 2.772319 -0.814530 0.10 -0.10 0.00
C -0.009235 3.998057 -0.419763 -0.03 0.04 -0.08
C 0.914499 3.747019 0.565768 0.11 -0.01 0.11
C 1.777484 4.706869 1.312385 -0.01 0.03 -0.01
C -1.569174 2.670805 -1.929337 0.01 0.08 0.01
C -1.272278 1.515511 -2.876793 0.03 -0.10 0.02
C -2.986979 2.627709 -1.340318 0.01 0.01 0.01
C -1.493534 3.945817 -2.786022 -0.04 0.05 -0.03
N 2.590360 0.596379 1.069882 0.04 -0.34 0.22
N 1.940471 -0.215672 0.208942 -0.01 0.02 0.00
C 2.843466 -0.783039 -0.602299 -0.10 0.13 -0.06
C 4.110693 -0.379805 -0.183155 0.04 -0.14 -0.07
C 3.913738 0.485274 0.875934 -0.06 0.25 -0.06
C 4.909001 1.261323 1.668226 0.02 -0.03 0.01
C 2.432943 -1.528988 -1.840448 -0.04 0.03 0.07
C 1.097391 -0.933415 -2.306808 0.01 0.23 0.10
C 3.441536 -1.228823 -2.958737 0.00 0.02 -0.08
C 2.431492 -3.042967 -1.607563 0.04 0.03 -0.07
C -1.508468 -1.812609 3.608654 0.16 0.01 0.18
C -2.673176 -1.929283 2.655148 -0.03 -0.04 -0.12
C -2.103041 -1.799493 5.025904 -0.04 -0.08 0.00
C -0.535055 -3.002197 3.538531 -0.08 -0.07 0.02
H 1.194581 1.998696 5.867410 -0.01 0.00 0.00
H 2.525432 1.932111 4.709872 0.00 -0.01 0.01
H 1.232322 3.110052 4.497385 0.00 -0.01 -0.01
H -0.525161 0.025867 5.511724 0.01 0.01 -0.03
H 2.446341 2.374445 2.420946 -0.01 -0.01 -0.02
H -0.252314 4.962044 -0.826668 0.01 -0.01 0.02
H 1.558298 5.719154 0.981062 0.00 0.00 -0.01
H 1.601164 4.654304 2.386444 -0.01 -0.01 -0.01
H 2.835186 4.511227 1.136710 0.00 -0.01 0.00
H -1.223133 0.557588 -2.377255 0.02 -0.11 0.07
H -2.061805 1.431186 -3.623040 0.00 0.02 -0.02
H -0.326997 1.690148 -3.394764 0.00 0.00 -0.01
H -3.131013 1.810229 -0.646252 0.01 -0.11 0.05
H -3.188607 3.556069 -0.802767 -0.01 0.00 -0.01
H -3.716420 2.537778 -2.146963 0.00 -0.01 0.00
H -0.488904 4.113936 -3.176100 0.00 -0.01 -0.01
H -2.172540 3.831245 -3.631458 0.01 0.00 -0.01
H -1.811812 4.831892 -2.236632 0.00 -0.02 -0.02
H 5.054672 -0.650050 -0.622689 0.01 -0.02 0.02
H 5.914606 0.990189 1.355991 0.00 0.00 0.00
H 4.781897 2.333658 1.519502 0.00 0.00 0.00
H 4.815167 1.055965 2.734436 -0.02 0.00 0.00
H 1.201498 0.128627 -2.515778 0.07 0.00 -0.10
H 0.687366 -1.447745 -3.174119 -0.07 0.01 0.01
H 0.253642 -1.055116 -1.561595 -0.02 -0.04 -0.19
H 3.541681 -0.157882 -3.138243 0.00 0.01 0.00
H 4.423199 -1.634221 -2.713961 -0.01 0.01 0.01
H 3.111337 -1.706623 -3.882232 0.01 0.01 0.00
H 1.844465 -3.330329 -0.746197 -0.19 -0.04 0.16
H 2.050216 -3.563717 -2.485130 -0.03 -0.01 0.00
H 3.456337 -3.373965 -1.430565 -0.02 0.01 -0.01
H -3.331739 -1.068967 2.759671 -0.01 0.00 0.01
H -2.336280 -1.989327 1.634820 -0.01 0.06 -0.04
H -3.248795 -2.831633 2.867516 0.00 0.00 0.01
H -2.740506 -0.929339 5.190155 0.02 0.00 0.00
H -2.719598 -2.691992 5.135736 -0.02 0.01 0.01
H -1.342484 -1.839918 5.804464 0.00 0.00 -0.01
H -0.035574 -3.079132 2.577360 -0.02 0.01 -0.09
H 0.232071 -2.899307 4.308232 -0.02 0.00 0.00
H -1.080457 -3.927921 3.728782 0.02 -0.02 -0.02
F -5.287922 -0.027751 -1.048686 0.02 0.10 -0.05
C -4.746177 -1.004685 -0.345594 -0.01 0.05 0.32
F -5.400472 -2.128253 -0.555930 -0.01 -0.10 -0.05
F -4.790296 -0.694047 0.945778 0.03 -0.06 -0.25
S -2.990622 -1.200916 -0.932932 -0.50 0.15 0.04
O -2.238401 -0.212947 -0.116994 0.36 -0.06 0.11
O -3.023532 -0.982063 -2.339290 0.12 -0.01 0.07
N -2.668777 -2.661628 -0.465329 0.20 -0.06 -0.25
S -1.185831 -3.137746 -0.615865 -0.03 -0.02 0.08
O -0.704779 -3.269034 -1.951225 0.08 -0.05 0.01
O -0.279740 -2.410847 0.324706 0.03 0.08 -0.07
C -1.304124 -4.835305 0.093006 0.04 0.09 0.05
F -2.037852 -5.559647 -0.727163 0.00 -0.06 0.02
F -1.849104 -4.810413 1.295455 -0.01 -0.02 0.01
F -0.072628 -5.318761 0.160486 0.01 -0.04 0.02
```
Positions in Å, forces in eV/Å.

[3]
C26H40Cl3N4O3SiZn | ωB97M-V/def2-TZVPD

As for the lowest unoccupied orbital energy: 1.01 eV. The value obtained for the gap between HOMO and LUMO is 0.2066 Ha. The value obtained for the energy above the lowest of the compared OMol25 structures with the same formula, charge and spin is 4.2043 eV. The calculation puts the total energy at -4908.9796 Eh. As for the charge: -1. The value obtained for the highest occupied orbital energy is -4.6 eV.

Structure (XYZ):
```
78
Properties=species:S:1:pos:R:3:forces:R:3
C -0.438404 0.741768 -4.846306 -0.28 0.12 -0.20
C -0.361918 -0.167274 -3.667653 -0.25 -1.24 1.10
H -1.494723 0.900904 -5.126076 0.28 0.08 0.00
H 0.069872 0.278247 -5.695062 -0.04 0.22 -0.10
H 0.008348 1.713822 -4.635637 -0.03 -0.08 -0.08
C -0.476112 -1.505810 -3.850516 0.34 1.15 0.63
C -0.811215 -2.178642 -5.138679 -0.12 -0.31 -0.54
H -0.338559 -2.186928 -3.010561 -0.34 0.39 -0.01
H 0.064845 -2.379275 -5.772714 -0.11 0.12 0.00
H -1.551201 -1.619566 -5.731576 0.33 0.00 0.10
H -1.271034 -3.152831 -4.938931 0.09 0.07 0.01
Zn -1.775401 3.895169 1.190094 0.42 0.59 1.18
Cl -2.110425 5.951035 1.757895 0.06 0.37 0.31
Cl 1.823256 1.514785 0.659675 0.01 -0.15 0.66
C -1.455806 -1.520363 2.839637 0.68 -0.19 -0.36
O -0.391851 -2.136367 2.837722 -1.09 0.46 0.11
N -2.532019 -1.805949 3.615330 -0.11 -0.01 -0.11
C -2.637310 -3.118379 4.220677 0.08 0.12 0.07
C -3.738874 -0.992189 3.546372 0.07 -0.01 -0.40
H -1.645460 -0.660467 2.156128 0.14 -0.30 0.39
H -1.644347 -3.431530 4.541572 -0.13 -0.06 0.02
H -3.037485 -3.855251 3.511105 0.06 0.08 0.07
H -3.315664 -3.044883 5.071895 0.13 -0.14 0.05
H -3.459273 0.060794 3.397831 -0.16 -0.31 0.05
H -4.288548 -1.094364 4.490154 0.16 0.13 -0.21
H -4.400914 -1.296420 2.715550 0.18 0.08 0.27
H 2.379505 -1.568568 -2.962552 0.12 0.06 0.21
H 1.002604 -3.485079 -2.299954 0.08 -0.11 0.18
C 3.016067 -1.679771 -2.075103 -0.03 -0.08 0.02
C 1.650578 -3.630717 -1.429031 -0.15 0.50 0.13
N 2.230826 -2.348535 -1.046438 0.82 -0.19 0.65
H 3.291400 -0.677998 -1.724480 -0.14 -0.56 -0.16
C 2.573400 -2.182049 0.297157 0.35 -0.32 -0.69
O 3.595695 -1.662473 0.710019 -0.96 -0.10 -0.30
H 1.046972 -4.005118 -0.593015 0.13 -0.07 -0.22
H 1.770814 -2.595023 0.958749 0.48 0.12 -0.09
H 3.909936 -2.270230 -2.352528 -0.13 0.24 0.16
H 2.429297 -4.364461 -1.696181 -0.14 0.11 0.15
O 0.955992 0.897543 -1.797977 -0.47 -2.23 -0.06
C -0.307827 0.505322 -2.233919 0.40 0.33 0.45
C -0.759132 -1.517679 -0.596031 -0.16 -0.25 0.19
C -1.226298 -0.406123 -1.297159 0.33 0.20 -0.37
H 0.314543 -1.615833 -0.425968 -0.55 -0.04 -0.41
C -1.654817 -2.502969 -0.132169 0.08 0.49 0.12
H -0.894364 1.443135 -2.313753 -0.36 -0.24 -0.37
C -2.615129 -0.213435 -1.317111 -0.20 0.05 0.00
H -1.262494 -3.443888 0.245456 0.01 0.19 0.22
C -3.036428 -2.284005 -0.130759 0.55 0.01 -0.30
C -3.505591 -1.097133 -0.697271 0.13 0.04 0.00
H -3.011640 0.668319 -1.823201 0.08 -0.28 0.10
H -3.712791 -3.036555 0.283779 0.14 0.26 -0.16
H -4.573561 -0.881444 -0.666455 0.20 0.05 -0.15
Si 2.541301 2.337083 -1.159844 0.33 1.61 0.61
Cl -2.495863 2.935928 -0.476997 -0.42 -0.71 -1.01
C 4.351473 1.773384 -1.296919 0.29 -0.78 -0.24
C 3.210023 3.963539 -0.177140 -0.46 -0.22 -0.17
C 1.823854 3.059545 -2.732492 -0.59 0.36 -0.73
H 4.471860 0.691289 -1.348496 0.26 0.04 -0.18
H 4.903796 2.092510 -0.393491 -0.49 -0.16 -0.34
H 4.880343 2.239686 -2.152398 -0.46 -0.24 0.22
H 0.996106 2.417737 -3.071543 0.66 0.62 0.15
H 2.588557 3.048045 -3.520797 0.03 0.18 0.11
H 1.432019 4.080813 -2.627445 0.35 -0.05 0.09
H 2.426853 4.582096 0.288281 0.09 0.03 -0.28
H 3.869517 4.605642 -0.801531 -0.42 -0.29 0.21
H 3.812808 3.575233 0.660371 -0.16 0.15 -0.27
N 1.173321 0.132997 6.962303 -0.90 1.52 -2.22
C 0.819753 0.766150 6.041010 1.12 -1.06 1.79
C 0.331722 1.561972 4.932593 -0.08 0.57 -0.82
C 0.372883 1.096642 3.610849 -0.22 -0.41 0.61
C -0.497231 1.677706 2.691205 0.40 0.64 -0.67
N -0.954290 2.934914 2.854480 -0.88 -0.96 0.88
C -0.872623 3.485716 4.090175 0.63 0.15 0.07
C -0.268012 2.817540 5.157131 -0.34 -0.21 -0.12
H 1.053910 0.317506 3.283014 -0.60 -0.47 0.22
H -0.830093 1.122247 1.791017 0.82 0.80 0.27
H -1.308025 4.487628 4.215759 0.34 -0.48 -0.22
H -0.231298 3.241179 6.158875 -0.26 0.00 -0.29
```
Positions in Å, forces in eV/Å.